Below is a structure of composition C39H54BrIrN4OSSi2, with properties calculated with the ωB97M-V functional and the def2-TZVPD basis.

```
103
Properties=species:S:1:pos:R:3:forces:R:3
Ir -0.76501 1.03216 0.58127 -1.40 1.16 -0.52
C 4.42739 0.91336 0.62437 -0.45 0.42 0.43
Si 3.51399 2.16096 1.74407 0.64 0.39 -0.76
C 2.64809 3.62096 0.87607 0.15 -0.68 0.29
C 4.84289 2.92176 2.89387 -0.69 -0.47 -0.04
C 2.26449 1.24976 2.84187 0.18 -0.11 -0.42
C 1.13879 2.02696 3.27387 -0.51 0.11 0.32
C 1.14739 2.53636 4.58767 0.10 -0.29 -0.10
C 0.18799 3.43056 4.99217 -0.18 0.19 -0.15
C -0.79901 3.80356 4.08397 0.18 -0.10 0.14
C -0.77881 3.23036 2.83207 -0.35 0.32 0.01
N 0.14299 2.35326 2.42647 -0.84 -0.44 -1.29
Si 2.66669 -0.36604 3.73267 0.04 -1.28 0.75
C 4.31469 -0.34184 4.69117 -0.53 0.27 -0.49
C 1.26909 -0.76464 4.97467 0.54 0.34 -0.52
C 2.79289 -1.76084 2.43347 -0.03 0.62 0.27
H 4.66059 1.35486 -0.33783 0.02 0.15 -0.20
H 3.85629 0.01316 0.44367 -0.19 -0.17 -0.08
H 5.36319 0.62356 1.08637 0.26 -0.02 0.19
H 3.13569 3.88696 -0.05473 0.21 -0.02 -0.20
H 2.66519 4.49846 1.51577 0.04 0.13 0.19
H 1.60889 3.40266 0.65827 -0.20 -0.07 -0.11
H 5.53529 3.51756 2.30767 0.04 0.09 -0.28
H 5.41659 2.15456 3.39967 0.13 -0.20 0.11
H 4.40929 3.56686 3.64997 -0.13 0.17 0.14
H 1.95719 2.24986 5.24047 0.04 -0.06 0.13
H 0.20549 3.85076 5.98627 0.04 0.00 0.09
H -1.56841 4.51176 4.34547 -0.06 0.07 -0.02
H -1.52691 3.49446 2.09847 -0.10 -0.04 -0.08
H 4.37369 0.47386 5.40007 -0.01 0.26 0.20
H 5.16639 -0.26554 4.02437 0.17 0.03 -0.19
H 4.42439 -1.26574 5.25127 -0.13 -0.23 0.04
H 1.24289 -0.04374 5.78507 0.03 0.14 0.19
H 1.40629 -1.74334 5.42367 0.17 -0.21 -0.01
H 0.29149 -0.74494 4.50877 -0.21 0.01 -0.17
H 3.80209 -1.84184 2.04567 0.25 0.08 -0.06
H 2.13199 -1.60004 1.59127 -0.21 0.07 -0.21
H 2.54819 -2.72144 2.87757 -0.09 -0.10 0.23
C 0.91839 -1.83064 -6.85683 0.16 -0.04 0.17
C 1.71369 -2.13894 -5.57963 0.02 -0.21 -0.13
C 1.89199 -3.66094 -5.44533 0.07 0.22 -0.08
C 3.09709 -1.49334 -5.68883 -0.28 -0.14 0.03
C 0.93999 -1.65104 -4.37203 0.08 0.36 0.38
C 1.46539 -0.73494 -3.46553 0.02 -0.20 -0.45
C 0.72329 -0.37934 -2.36773 -0.93 -0.22 0.48
Br 1.46009 0.87086 -1.10173 -0.22 -0.06 0.00
C -0.57201 -0.87464 -2.07353 1.76 0.08 -1.48
O -1.19841 -0.53854 -1.01773 -1.28 1.49 2.84
C -1.11901 -1.78914 -3.04153 0.05 0.44 0.62
C -0.35041 -2.14214 -4.12493 0.32 0.10 -0.02
C -2.54101 -2.28474 -2.83943 -0.19 0.00 0.08
C -2.99431 -3.25314 -3.93443 0.10 0.17 0.18
C -3.48021 -1.06884 -2.84233 0.05 -0.08 0.02
C -2.67041 -3.00634 -1.49083 -0.08 0.07 -0.10
H 1.47949 -2.15904 -7.72673 0.06 -0.06 -0.19
H 0.73649 -0.76314 -6.94603 -0.02 0.16 -0.03
H -0.04201 -2.33904 -6.86123 -0.11 -0.06 -0.02
H 2.44339 -4.04974 -6.29793 0.07 -0.09 -0.12
H 0.93199 -4.16754 -5.40023 -0.09 -0.09 0.00
H 2.44489 -3.89734 -4.53853 0.06 -0.06 0.09
H 3.62649 -1.90834 -6.54123 0.06 -0.06 -0.14
H 3.69429 -1.69014 -4.80223 0.11 0.00 0.12
H 3.02019 -0.41994 -5.83523 0.02 0.20 0.00
H 2.43679 -0.29074 -3.59973 0.17 -0.01 -0.09
H -0.76211 -2.84364 -4.83113 -0.08 -0.08 -0.10
H -2.99751 -2.77824 -4.91183 0.04 0.02 -0.17
H -4.01041 -3.57384 -3.71863 -0.13 -0.03 0.00
H -2.36791 -4.14194 -3.96583 0.09 -0.11 -0.06
H -3.39751 -0.52464 -3.77983 -0.04 0.06 -0.15
H -3.23441 -0.39364 -2.02713 -0.01 0.07 0.03
H -4.50731 -1.40224 -2.72113 -0.23 -0.03 -0.01
H -1.93971 -3.80904 -1.41793 0.10 -0.14 0.05
H -3.66511 -3.43784 -1.40193 -0.15 -0.09 0.01
H -2.52501 -2.30344 -0.67703 0.05 -0.01 0.09
S -3.24431 4.50206 -1.42813 0.59 -0.61 0.32
C -1.58311 4.79536 -1.73333 -0.22 -0.08 0.07
C -0.76541 3.85036 -1.18883 0.15 0.30 -0.07
C -1.46291 2.84056 -0.48703 0.82 -1.99 0.59
C -2.82291 3.05046 -0.54373 0.46 0.57 -0.18
C -3.79281 2.15596 0.00907 -0.65 -0.24 0.13
C -5.17521 2.37866 -0.06273 0.29 -0.14 0.07
C -6.03821 1.42806 0.43637 0.11 -0.07 0.03
C -5.51421 0.26916 0.99777 0.10 0.10 -0.06
C -4.13741 0.14166 1.06387 -0.31 -0.38 0.10
N -3.29821 1.05266 0.59617 1.12 0.40 0.06
H -1.29881 5.65086 -2.31673 0.08 0.15 -0.07
H 0.30349 3.89156 -1.30133 0.19 -0.05 -0.02
H -5.54331 3.29176 -0.50503 -0.05 0.03 -0.07
H -7.10551 1.58076 0.38657 -0.09 0.01 -0.01
H -6.15741 -0.51034 1.37837 0.04 -0.03 0.04
H -3.69551 -0.73474 1.51267 0.08 -0.10 0.02
C -0.54341 -2.61894 1.35517 0.11 -0.06 -0.07
C -1.19921 -1.72874 2.33767 0.14 -0.44 -0.19
N -1.26451 -0.41174 2.32447 0.79 -0.28 -0.87
C -1.99041 -0.04334 3.42387 -0.19 0.12 0.43
C -2.36781 -1.15384 4.11187 0.00 0.43 0.13
N -1.85951 -2.21254 3.41207 0.05 0.09 -0.07
H -0.18701 -2.03654 0.51127 -0.03 0.01 -0.09
H -1.25691 -3.35664 0.99237 0.01 -0.02 -0.10
H 0.29299 -3.15044 1.80527 0.05 -0.02 0.06
H -2.20051 0.98646 3.63627 -0.06 0.14 0.09
H -2.91241 -1.27324 5.02507 -0.15 0.00 0.14
H -1.94921 -3.18514 3.65787 0.02 0.04 -0.07
```
Positions in Å, forces in eV/Å.

Calculated values
Multiplicity: 2
HOMO (alpha / beta) (eV): -9.271 / -8.883
Orbital gap (alpha / beta) (hartree): 0.1293 / 0.1111
Charge: +1
Relative energy (zero: lowest compared OMol25 entry of this formula, charge and spin) (eV): 4.447
<S²>: 0.899
Molar mass (u): 955.25

Here are the Mulliken charges for atoms 1 to 6, given in e:
1 Ir 4.622
2 C -1.045
3 Si 0.157
4 C -0.400
5 C -1.233
6 C 1.068